Entry 1:
{
  "formula": "C33H49Cl3CrN2O3PSi",
  "method": "ωB97M-V with the def2-TZVPD basis set",
  "elements": ["C", "C", "H", "H", "H", "C", "C", "H", "H", "H", "H", "Cr", "Cl", "Cl", "H", "H", "C", "C", "N", "H", "C", "O", "H", "H", "H", "H", "H", "H", "C", "C", "N", "H", "C", "O", "H", "H", "H", "H", "O", "C", "C", "C", "H", "C", "H", "C", "H", "C", "C", "H", "H", "H", "Si", "Cl", "C", "C", "C", "H", "H", "H", "H", "H", "H", "H", "H", "H", "C", "P", "C", "C", "C", "C", "C", "C", "C", "C", "C", "C", "C", "C", "H", "H", "H", "H", "H", "H", "H", "H", "H", "H", "H", "H", "H"],
  "xyz": [[-2.24, -2.54, -5.62], [-1.49, -2.88, -4.34], [-1.94, -3.20, -6.46], [-2.07, -1.49, -5.90], [-3.31, -2.66, -5.42], [-0.70, -4.03, -4.32], [-0.89, -5.20, -5.25], [0.06, -4.20, -3.51], [-0.34, -5.00, -6.18], [-1.93, -5.44, -5.57], [-0.48, -6.14, -4.81], [-0.04, 1.48, 0.51], [-2.23, 2.33, 0.76], [0.62, 2.71, -1.59], [1.26, 4.66, 4.22], [-2.15, 5.75, 3.50], [1.05, 5.44, 3.48], [-1.31, 6.18, 2.91], [-0.22, 5.21, 2.81], [1.87, 5.50, 2.75], [-0.33, 4.22, 1.91], [0.48, 3.27, 1.77], [-1.67, 6.42, 1.89], [-1.23, 4.34, 1.27], [0.95, 6.40, 3.98], [-0.94, 7.08, 3.43], [1.86, 0.13, -2.56], [2.96, -2.80, -2.40], [2.91, -0.08, -2.34], [3.51, -2.36, -1.55], [2.98, -1.03, -1.24], [3.39, 0.87, -2.05], [2.41, -0.72, -0.06], [2.11, 0.45, 0.26], [3.42, -3.03, -0.67], [2.23, -1.58, 0.63], [3.40, -0.52, -3.21], [4.58, -2.28, -1.83], [-1.06, -1.34, -3.68], [-1.97, -2.20, -3.04], [-0.20, -2.95, -1.43], [-1.55, -2.90, -1.80], [0.53, -2.44, -2.07], [0.17, -3.59, -0.24], [-3.04, -1.89, -3.08], [-2.52, -3.59, -1.04], [1.24, -3.71, 0.00], [-0.81, -4.21, 0.55], [-2.17, -4.20, 0.17], [-3.56, -3.57, -1.39], [-0.51, -4.80, 1.42], [-2.93, -4.71, 0.78], [-0.70, 1.09, -3.28], [-0.76, -0.27, -0.69], [0.95, 1.60, -4.21], [-1.99, 2.39, -2.67], [-1.58, 0.98, -4.95], [1.83, 1.92, -3.63], [0.65, 2.47, -4.82], [1.24, 0.73, -4.84], [-1.15, 0.23, -5.62], [-1.38, 1.99, -5.36], [-2.66, 0.85, -4.85], [-2.09, 2.46, -1.58], [-2.98, 2.10, -3.06], [-1.71, 3.37, -3.07], [-1.29, -1.10, 2.48], [-0.20, 0.30, 2.74], [-0.71, 1.24, 4.22], [-1.94, 1.93, 4.22], [-2.16, 2.94, 5.17], [-1.17, 3.23, 6.12], [-0.04, 2.42, 6.23], [0.15, 1.37, 5.32], [1.39, -0.44, 3.19], [1.54, -1.81, 3.48], [2.82, -2.35, 3.55], [3.94, -1.54, 3.36], [3.79, -0.16, 3.15], [2.51, 0.39, 3.08], [-2.24, -0.74, 2.06], [-1.45, -1.57, 3.45], [-0.83, -1.80, 1.78], [-2.70, 1.68, 3.48], [-3.11, 3.49, 5.15], [-1.31, 4.06, 6.81], [0.69, 2.59, 7.02], [0.96, 0.66, 5.45], [0.66, -2.43, 3.67], [2.94, -3.42, 3.75], [4.93, -1.98, 3.36], [4.65, 0.49, 3.04], [2.38, 1.47, 2.96]],
  "e_above_lowest_kj_mol": 597.6,
  "e_lumo_ev": [-0.9, 0.0],
  "orbital_gap_ev": [5.09, 4.94],
  "spin_multiplicity": 4,
  "s2": 4.14
}

=====

Entry 2:
{
  "formula": "C29H56N6O4Si",
  "method": "ωB97M-V with the def2-TZVPD basis set",
  "elements": ["C", "C", "O", "C", "O", "C", "C", "C", "C", "N", "N", "C", "Si", "C", "C", "C", "N", "N", "H", "H", "H", "H", "H", "H", "H", "H", "H", "H", "H", "H", "H", "H", "H", "H", "H", "H", "H", "H", "C", "C", "C", "C", "C", "C", "N", "O", "C", "C", "C", "H", "H", "H", "H", "H", "H", "H", "H", "H", "H", "H", "H", "H", "H", "H", "H", "H", "H", "C", "C", "C", "C", "C", "C", "N", "O", "C", "C", "C", "H", "H", "H", "H", "H", "H", "H", "H", "H", "H", "H", "H", "H", "H", "H", "H", "H", "H"],
  "xyz": [[4.72, 1.06, 0.20], [4.11, 2.35, -0.29], [4.07, 3.36, 0.72], [4.80, 4.48, 0.45], [5.99, 4.44, 0.14], [4.00, 5.75, 0.54], [2.64, 5.54, -0.13], [1.50, 5.17, 0.85], [0.84, 3.89, 0.47], [0.64, 3.00, 1.44], [0.12, 1.84, 1.10], [-0.16, 1.64, -0.19], [-0.80, -0.09, -0.71], [-1.70, -0.94, 0.69], [0.75, -1.10, -1.10], [-1.80, 0.03, -2.28], [0.00, 2.55, -1.15], [0.52, 3.71, -0.81], [4.48, 0.91, 1.25], [4.34, 0.24, -0.40], [5.80, 1.09, 0.12], [4.67, 2.68, -1.16], [3.09, 2.15, -0.61], [3.92, 6.09, 1.57], [4.56, 6.49, -0.01], [2.75, 4.77, -0.88], [2.36, 6.43, -0.68], [1.91, 5.06, 1.84], [0.77, 5.97, 0.87], [-1.67, -2.01, 0.47], [-2.75, -0.67, 0.79], [-1.17, -0.80, 1.62], [1.49, -0.45, -1.56], [1.13, -1.53, -0.18], [0.49, -1.89, -1.80], [-1.97, -0.99, -2.63], [-1.25, 0.55, -3.05], [-2.76, 0.52, -2.13], [7.04, -5.04, 2.41], [6.85, -3.52, 2.24], [6.51, -2.87, 3.58], [5.08, -3.16, 4.06], [4.07, -2.81, 2.97], [4.37, -3.48, 1.63], [5.79, -3.23, 1.23], [5.92, -2.04, 0.75], [4.08, -4.99, 1.72], [3.44, -2.93, 0.56], [8.18, -2.96, 1.75], [6.50, -5.45, 3.26], [6.73, -5.58, 1.52], [8.10, -5.28, 2.57], [6.63, -1.78, 3.50], [7.23, -3.21, 4.33], [4.98, -4.21, 4.36], [4.87, -2.57, 4.95], [3.06, -3.10, 3.29], [4.05, -1.73, 2.84], [4.39, -5.50, 0.80], [3.01, -5.15, 1.83], [4.55, -5.48, 2.56], [3.49, -1.84, 0.49], [2.41, -3.20, 0.80], [3.68, -3.35, -0.42], [8.44, -3.38, 0.77], [8.96, -3.23, 2.45], [8.17, -1.88, 1.66], [-7.38, 0.46, -4.09], [-7.29, -0.29, -2.73], [-8.68, -0.69, -2.25], [-9.52, 0.49, -1.74], [-8.75, 1.28, -0.69], [-7.37, 1.72, -1.16], [-6.61, 0.56, -1.71], [-6.12, -0.16, -0.76], [-7.50, 2.85, -2.21], [-6.59, 2.32, 0.00], [-6.46, -1.54, -2.98], [-8.34, 0.95, -4.25], [-6.59, 1.20, -4.18], [-7.25, -0.24, -4.92], [-8.59, -1.42, -1.45], [-9.21, -1.19, -3.07], [-9.81, 1.14, -2.57], [-10.45, 0.11, -1.31], [-9.32, 2.16, -0.39], [-8.64, 0.66, 0.21], [-6.53, 3.09, -2.63], [-7.90, 3.74, -1.73], [-8.18, 2.61, -3.02], [-6.52, 1.64, 0.85], [-7.09, 3.23, 0.35], [-5.58, 2.59, -0.30], [-5.45, -1.29, -3.29], [-6.93, -2.13, -3.77], [-6.40, -2.17, -2.09]],
  "e_above_lowest_kj_mol": 28.3,
  "e_lumo_ev": [-0.5, -0.5],
  "orbital_gap_ev": [7.84, 8.67],
  "spin_multiplicity": 3,
  "s2": 2.01
}

=====

Entry 3:
{
  "formula": "C30H24BrN6NaO7S",
  "method": "ωB97M-V with the def2-TZVPD basis set",
  "elements": ["Na", "Br", "C", "C", "C", "C", "C", "C", "N", "N", "C", "C", "C", "C", "O", "C", "N", "C", "C", "C", "C", "H", "H", "H", "H", "H", "H", "H", "H", "H", "O", "S", "O", "N", "C", "O", "C", "C", "C", "C", "C", "C", "H", "H", "H", "H", "C", "C", "C", "C", "C", "C", "O", "N", "C", "O", "N", "C", "O", "H", "H", "H", "H", "H", "H", "H", "H", "H", "H", "H"],
  "xyz": [[-1.45, 0.43, -1.29], [-0.46, 7.54, 7.29], [0.31, 5.90, 6.70], [0.39, 4.83, 7.57], [0.97, 3.64, 7.13], [1.45, 3.50, 5.83], [1.35, 4.61, 4.97], [0.79, 5.80, 5.40], [2.20, 2.36, 5.51], [2.12, 1.74, 4.40], [1.09, 1.81, 3.52], [-0.23, 2.24, 3.80], [-1.22, 2.22, 2.87], [-1.01, 1.77, 1.52], [-1.91, 1.77, 0.66], [0.35, 1.26, 1.22], [0.54, 0.79, -0.03], [1.71, 0.28, -0.34], [2.77, 0.21, 0.58], [2.59, 0.71, 1.84], [1.35, 1.25, 2.21], [0.01, 4.91, 8.58], [1.06, 2.80, 7.81], [1.71, 4.53, 3.95], [0.72, 6.64, 4.73], [-0.47, 2.55, 4.81], [-2.23, 2.51, 3.13], [1.83, -0.09, -1.36], [3.71, -0.23, 0.27], [3.39, 0.68, 2.57], [2.51, -0.63, -4.01], [1.14, -0.65, -4.47], [0.66, -1.92, -4.97], [0.14, 0.02, -3.40], [-0.45, 1.13, -3.88], [-1.27, 1.82, -3.27], [0.01, 1.49, -5.27], [-0.37, 2.57, -6.04], [0.20, 2.71, -7.31], [1.12, 1.78, -7.78], [1.50, 0.69, -6.99], [0.93, 0.58, -5.74], [-1.09, 3.28, -5.66], [-0.08, 3.54, -7.94], [1.55, 1.90, -8.76], [2.22, -0.04, -7.35], [-2.73, -4.91, 1.57], [-1.39, -5.19, 0.88], [-1.14, -4.28, -0.33], [0.23, -4.62, -0.95], [0.62, -3.74, -2.13], [-2.20, -4.57, -1.38], [-2.46, -5.71, -1.76], [-2.84, -3.49, -1.88], [-2.60, -2.14, -1.53], [-3.19, -1.29, -2.19], [-1.77, -1.84, -0.52], [-1.08, -2.81, 0.13], [-0.35, -2.57, 1.08], [-2.87, -5.56, 2.43], [-3.56, -5.08, 0.88], [-2.77, -3.88, 1.91], [-1.35, -6.23, 0.54], [-0.57, -5.01, 1.58], [0.21, -5.67, -1.25], [0.96, -4.51, -0.15], [-0.09, -3.82, -2.96], [1.60, -4.01, -2.52], [0.66, -2.68, -1.84], [-3.49, -3.63, -2.64]],
  "e_above_lowest_kj_mol": 0.8,
  "total_charge": -2,
  "e_lumo_ev": 3.5,
  "orbital_gap_ev": 5.62
}

=====

Entry 4:
{
  "formula": "C4H4O2",
  "method": "ωB97M-V with the def2-TZVPD basis set",
  "elements": ["O", "C", "O", "C", "C", "C", "H", "H", "H", "H"],
  "xyz": [[2.42, -0.89, -0.02], [1.39, -0.31, 0.05], [1.16, 1.02, 0.22], [-0.28, 0.80, 0.35], [-1.02, 0.76, -0.87], [-0.08, -0.70, 0.01], [-0.64, 1.09, 1.34], [-2.05, 0.46, -0.58], [-0.37, -0.76, -1.09], [-0.53, -1.49, 0.61]],
  "e_above_lowest_kj_mol": 367.3,
  "e_lumo_ev": 0.4,
  "orbital_gap_ev": 10.00
}

=====

Entry 5:
{
  "formula": "C4H10N2O3",
  "method": "ωB97M-V with the def2-TZVPD basis set",
  "elements": ["C", "C", "C", "O", "O", "H", "H", "H", "H", "H", "H", "N", "N", "C", "O", "H", "H", "H", "H"],
  "xyz": [[-1.08, 1.05, -0.94], [-1.44, -1.30, -0.11], [-0.87, -0.44, -1.00], [-1.76, -1.01, 1.13], [-1.47, -2.63, -0.42], [-0.76, -0.51, 1.57], [-1.78, -3.09, 0.37], [-0.54, -0.86, -1.94], [-1.16, 1.39, 0.09], [-0.24, 1.57, -1.41], [-1.99, 1.35, -1.46], [2.05, 0.41, 0.11], [2.14, 1.78, 0.42], [1.12, -0.42, 0.65], [0.43, -0.03, 1.64], [2.62, 0.10, -0.65], [2.16, 1.86, 1.44], [1.30, 2.26, 0.10], [1.27, -1.47, 0.41]],
  "e_above_lowest_kj_mol": 255.8,
  "e_lumo_ev": 0.7,
  "orbital_gap_ev": 8.53
}

=====

Entry 6:
{
  "formula": "C4H7NO2",
  "method": "ωB97M-V with the def2-TZVPD basis set",
  "elements": ["O", "C", "C", "O", "C", "N", "C", "H", "H", "H", "H", "H", "H", "H"],
  "xyz": [[1.29, 0.80, 1.08], [0.48, 0.89, -0.08], [0.73, -0.41, -0.93], [0.58, -1.53, -0.05], [-0.70, -1.47, 0.47], [-1.46, -0.47, 0.54], [-0.99, 0.87, 0.15], [1.29, -0.12, 1.35], [0.82, 1.84, -0.55], [0.04, -0.60, -1.77], [1.72, -0.09, -1.15], [-1.03, -2.44, 0.84], [-1.46, 1.15, -0.80], [-1.29, 1.58, 0.92]],
  "e_above_lowest_kj_mol": 201.7,
  "e_lumo_ev": 0.9,
  "orbital_gap_ev": 10.48,
  "smiles": "O[C@@H]1CN=COC1"
}

=====

Entry 7:
{
  "formula": "C5H16NO2",
  "method": "ωB97M-V with the def2-TZVPD basis set",
  "elements": ["C", "C", "N", "C", "C", "C", "H", "H", "H", "H", "H", "H", "H", "H", "H", "H", "H", "H", "H", "H", "O", "H", "H", "O"],
  "xyz": [[1.70, -0.94, -0.86], [0.39, -0.48, -0.28], [0.27, 1.02, -0.50], [-1.20, 1.38, -0.51], [-1.89, 0.08, -1.01], [-0.87, -1.02, -0.94], [2.53, -0.41, -0.41], [1.73, -0.78, -1.95], [1.78, -2.01, -0.70], [0.36, -0.61, 0.80], [0.69, 1.32, -1.38], [0.80, 1.52, 0.21], [-1.47, 1.63, 0.48], [-1.37, 2.14, -1.23], [-2.81, -0.17, -0.48], [-2.26, 0.34, -1.99], [-0.62, -1.42, -1.93], [-1.17, -1.91, -0.39], [0.84, 3.85, 1.65], [0.04, 3.07, 2.60], [0.23, 3.10, 1.65], [0.13, -3.62, 2.12], [1.20, -2.91, 2.97], [0.97, -3.16, 2.07]],
  "e_above_lowest_kj_mol": 4.0,
  "total_charge": 1,
  "e_lumo_ev": -2.9,
  "orbital_gap_ev": 11.72
}